Formula: C27H31NOP2Pr
Source: OMol25
Level of theory: ωB97M-V with the def2-TZVPD basis set

Cartesian coordinates (Å):
C: -1.644 -0.825 -4.190
C: -3.266 1.495 1.029
P: 1.956 0.577 1.743
C: 3.152 2.407 -1.380
C: -0.349 -0.766 -2.161
C: -2.290 -3.307 0.836
C: 0.027 -2.879 -0.757
C: -0.232 0.638 3.830
H: -2.743 -3.202 -0.158
Pr: -0.661 0.382 0.612
C: 2.875 -0.561 2.831
H: 3.571 2.087 2.742
C: 1.619 2.815 -3.208
C: 2.568 2.201 2.310
H: -0.213 1.429 -4.623
C: -0.614 -2.143 -1.922
C: -3.307 0.279 1.741
P: -0.680 -2.453 0.917
H: -2.162 -4.372 1.074
H: 0.092 -4.603 1.755
H: -2.700 -2.666 -4.573
H: -2.392 3.474 0.910
C: -2.373 2.511 1.422
C: -0.786 -0.155 -3.326
H: -0.761 3.076 2.770
H: -4.041 -0.483 1.473
C: 2.424 1.285 -0.983
C: 0.279 -3.550 2.011
H: -2.963 -2.849 1.573
C: -1.482 -2.798 -2.796
C: 2.909 0.397 0.151
H: -3.965 1.672 0.210
H: 4.057 2.676 -0.827
C: 1.218 0.999 -1.679
H: 1.288 3.386 -4.079
H: 1.882 2.588 3.074
H: 0.415 1.403 4.257
H: -1.449 2.305 -3.936
H: -2.022 -0.292 -5.066
C: 0.877 1.706 -2.821
O: -1.853 2.142 -1.739
H: 3.865 -0.140 3.057
H: 3.320 4.063 -2.755
C: -1.413 1.026 3.141
C: -2.407 0.043 2.788
H: 1.352 -3.329 1.930
C: -1.473 2.300 2.474
H: 1.106 -2.651 -0.700
C: -2.011 -2.142 -3.911
N: 0.294 0.039 -1.177
H: -0.132 -0.383 4.199
H: 2.601 2.913 1.477
C: 2.747 3.180 -2.470
C: -0.445 1.339 -3.544
H: -1.742 -3.843 -2.603
H: -2.413 -0.903 3.335
H: -0.104 -3.966 -0.868
H: 2.310 -0.685 3.762
H: -0.038 -3.365 3.046
C: -1.459 2.056 -2.857
H: 2.986 -1.544 2.354
H: 3.953 0.633 0.404
H: 2.838 -0.667 -0.130

Its molecular weight is 588.4 Da. The largest force on an atom is 9.50 eV Å⁻¹. The spin multiplicity is 3. The total energy is -2376.8626 a.u. For the LUMO energy (alpha / beta), the calculation gives -3.14 / -3.04 eV. The value obtained for the HOMO energy (alpha / beta) is -9.20 / -9.24 eV. Its expectation value of S² is 2.01. The net charge is +1. The value obtained for the HOMO-LUMO gap (alpha / beta) is 6.063 / 6.201 eV. The relative energy (zero: lowest compared OMol25 entry of this formula, charge and spin) is 0.000 eV.

Formula: C19H34F6N2O6S
Source: OMol25
Level of theory: ωB97M-V with the def2-TZVPD basis set

Cartesian coordinates (Å):
O: -2.077 1.141 0.889
H: 1.488 4.022 -7.552
C: 0.131 -0.793 2.053
H: -4.218 -0.342 2.776
F: 0.326 0.521 4.715
S: -2.123 -0.270 0.637
C: 0.941 0.404 -2.682
H: -4.366 -2.719 4.321
H: -1.037 -0.230 -3.398
C: 0.865 -0.816 -1.775
C: -0.429 -3.476 -0.254
N: 2.893 4.366 -5.465
H: -1.412 -3.042 -0.074
F: 2.057 -1.929 2.941
C: 0.760 -1.324 0.750
H: 4.241 2.284 1.497
C: -4.676 -3.773 1.591
H: 0.553 -3.287 1.619
H: -3.889 -0.532 4.481
O: -1.185 -0.589 -0.592
F: 2.026 -0.690 5.277
C: -2.114 -0.516 3.305
O: 2.234 2.075 -0.310
H: 0.242 0.297 2.044
F: 0.189 -2.214 4.008
H: 1.640 -3.234 0.253
H: 1.146 2.338 -7.112
H: 3.148 4.907 -6.269
H: -0.883 1.513 -3.120
H: -2.026 0.571 3.259
H: 3.685 4.852 -0.641
C: -1.391 -1.088 2.079
H: 0.052 3.622 -6.589
F: 2.149 -1.316 -1.558
H: -0.223 -3.382 -1.319
H: -1.531 -2.162 1.972
O: 1.554 2.832 -4.491
C: 0.898 -1.311 3.286
H: -4.965 -3.566 0.559
H: 0.494 0.551 -0.192
H: 1.145 1.280 -2.074
C: -3.595 -0.881 3.490
N: 3.131 4.048 -0.867
H: -5.312 -4.582 1.968
H: -3.633 -4.105 1.587
C: 0.249 -0.492 -0.405
C: -0.366 0.626 -3.480
H: 2.813 3.113 2.123
C: -3.924 -2.377 3.376
H: 1.781 0.237 -3.354
C: 3.585 3.141 1.355
C: 1.854 3.487 -5.470
H: 1.818 -1.067 0.801
H: -0.515 -4.543 -0.037
O: -3.373 -0.891 0.335
H: 3.436 4.456 -4.624
H: -3.015 -2.972 3.229
H: 4.165 4.056 1.467
F: 2.165 0.653 3.581
C: 1.096 3.371 -6.771
C: 0.680 -2.872 0.618
C: 1.353 -0.183 4.243
H: -0.144 0.795 -4.531
O: -4.848 -2.591 2.334
C: 2.925 3.027 0.004
H: 0.268 -1.595 -2.255
H: -1.584 -0.820 4.204
H: 2.682 3.985 -1.767

Its SMILES is CC[C@H]1[C@@H]([C@H](F)CC)OS(=O)(=O)[C@H](CCCOC)[C@H]1C(F)(F)C(F)(F)F.CC(N)=O.CC(N)=O. Its molecular weight is 532.5 Da. The largest force on an atom is 0.62 eV Å⁻¹. The spin multiplicity is 1. The total energy is -2302.7515 a.u. For the LUMO energy, the calculation gives 0.44 eV. The value obtained for the HOMO energy is -9.28 eV. The net charge is 0. The value obtained for the HOMO-LUMO gap is 9.719 eV.

Formula: C21H18Cl2N4O2
Source: OMol25
Level of theory: ωB97M-V with the def2-TZVPD basis set

Cartesian coordinates (Å):
C: -1.248 -2.517 0.514
H: 0.122 0.272 -1.816
H: 3.160 2.934 0.069
C: 4.197 1.044 0.096
Cl: -5.015 2.213 -2.295
H: 7.320 3.193 0.942
H: -3.591 -2.039 -2.915
C: 5.449 0.451 0.293
C: 3.006 -1.118 0.149
H: 5.123 4.267 0.579
H: -4.741 -1.691 0.556
H: 1.292 1.338 0.098
H: 1.548 -2.523 0.891
H: 2.130 1.656 -1.439
C: 4.107 2.435 0.202
C: -5.995 1.303 1.449
Cl: -6.699 2.101 2.806
C: -0.765 -3.111 1.681
C: 6.554 1.219 0.600
C: 1.026 -0.182 -1.406
H: -5.748 -0.561 2.469
C: -2.640 -2.005 -1.014
N: 3.097 0.275 -0.227
C: -5.046 -0.662 0.454
C: -5.611 -0.023 1.546
H: -4.616 -2.543 -1.536
O: -4.325 -0.509 -1.881
H: 1.342 -0.875 1.508
C: 1.596 -1.466 0.618
N: -2.540 -2.686 0.069
H: -6.112 3.038 0.185
H: 3.695 -1.319 0.972
H: 1.593 -0.630 -2.231
H: 3.276 -1.772 -0.693
H: 5.566 -0.616 0.188
C: 1.879 0.877 -0.714
C: -4.858 0.017 -0.744
C: -0.600 -1.676 -0.389
H: 7.508 0.735 0.748
N: -0.368 -3.598 2.644
N: 0.655 -1.206 -0.452
C: -5.251 1.361 -0.817
C: 5.222 3.194 0.499
O: -1.482 -1.358 -1.359
C: 6.453 2.596 0.705
C: -3.848 -1.838 -1.870
C: -5.817 2.005 0.265

Its SMILES is N#Cc1nc(COc2ccc(Cl)cc2Cl)oc1N1CCN(c2ccccc2)CC1. Its molecular weight is 429.3 Da. The largest force on an atom is 1.45 eV Å⁻¹. The spin multiplicity is 1. The total energy is -2100.9070 a.u. For the LUMO energy, the calculation gives 0.31 eV. The value obtained for the HOMO energy is -8.02 eV. The net charge is 0. The value obtained for the HOMO-LUMO gap is 8.335 eV. The relative energy (zero: lowest compared OMol25 entry of this formula, charge and spin) is 0.000 eV.

Formula: C5H14N
Source: OMol25
Level of theory: ωB97M-V with the def2-TZVPD basis set

Cartesian coordinates (Å):
H: 2.396 1.975 0.089
H: 0.611 -2.364 -0.304
H: 1.347 0.976 -0.945
H: -1.215 2.754 1.156
H: -0.468 -0.346 1.940
H: -1.337 0.300 0.439
C: -0.387 0.180 0.980
H: -0.514 -3.831 -1.955
C: -0.340 2.571 0.534
C: 0.445 1.337 1.020
C: 1.711 1.132 0.068
H: -0.700 2.493 -0.495
H: 0.321 3.440 0.557
H: -1.726 -2.558 -2.138
N: -0.105 -2.043 -0.974
H: 0.779 1.457 2.059
H: 2.257 0.253 0.404
C: -1.029 -3.017 -1.435
H: -0.478 -1.233 -0.424
H: -1.567 -3.476 -0.577

Its molecular weight is 88.2 Da. The largest force on an atom is 4.78 eV Å⁻¹. The spin multiplicity is 2. The total energy is -252.7690 a.u. For the LUMO energy (alpha / beta), the calculation gives -12.30 / -13.13 eV. The value obtained for the HOMO energy (alpha / beta) is -20.74 / -20.74 eV. Its expectation value of S² is 0.75. The net charge is +2. The value obtained for the HOMO-LUMO gap (alpha / beta) is 8.440 / 7.614 eV. The relative energy (zero: lowest compared OMol25 entry of this formula, charge and spin) is 3.853 eV.

Formula: C5H7N3O2
Source: OMol25
Level of theory: ωB97M-V with the def2-TZVPD basis set

Cartesian coordinates (Å):
O: 0.712 0.129 1.352
O: -1.326 2.009 -0.156
C: -0.219 1.592 -0.389
H: 1.103 -1.702 2.505
H: 0.016 -0.361 3.192
H: -0.483 -1.530 1.771
N: 0.724 2.218 -1.060
H: 1.521 1.582 -1.302
H: -1.396 -1.928 -2.067
N: 0.596 -0.911 -1.905
C: -0.968 -0.740 -0.320
N: 1.165 -0.192 -1.078
H: -1.884 -1.054 0.265
C: 0.204 0.065 0.024
C: 0.316 -0.943 2.267
C: -0.636 -1.306 -1.513
H: 0.555 3.072 -1.588

Its SMILES is CO[C@]1(C(N)=O)C=CN=N1. Its molecular weight is 141.1 Da. The largest force on an atom is 4.69 eV Å⁻¹. The spin multiplicity is 1. The total energy is -509.3699 a.u. For the LUMO energy, the calculation gives -0.59 eV. The value obtained for the HOMO energy is -9.42 eV. The net charge is 0. The value obtained for the HOMO-LUMO gap is 8.829 eV. The relative energy (zero: lowest compared OMol25 entry of this formula, charge and spin) is 3.527 eV.

Formula: C30H20I2NO10
Source: OMol25
Level of theory: ωB97M-V with the def2-TZVPD basis set

Cartesian coordinates (Å):
C: -1.772 1.808 0.019
N: -4.248 0.886 -0.060
H: 5.830 3.755 4.768
H: 6.906 0.773 1.776
O: 8.713 6.571 -1.271
H: 4.498 0.239 1.443
C: 3.779 1.690 2.913
C: -7.943 -5.006 1.808
C: 6.552 2.304 3.298
O: -4.601 -4.140 -2.967
C: 6.121 1.276 2.327
C: -1.250 0.321 -0.075
H: -4.556 -1.334 -0.214
C: 4.208 2.717 3.883
C: -7.123 -3.961 1.928
C: 5.498 3.004 4.062
O: -2.006 -3.437 -7.538
H: -3.429 -6.078 -4.234
H: 7.309 3.900 2.020
C: 4.831 0.989 2.149
O: -5.160 -2.880 1.203
H: -4.745 -4.812 -0.480
H: -7.307 -3.162 2.636
O: 2.591 1.427 2.747
O: -8.418 -7.039 0.727
H: -1.014 2.662 0.096
C: -3.907 -2.645 -4.648
C: -2.263 -0.857 -0.183
C: 6.846 7.343 1.647
H: 6.372 8.157 2.182
O: 7.729 2.563 3.462
C: -2.601 -3.598 -6.491
C: 7.389 4.877 1.553
H: -2.214 -5.748 -6.381
C: -3.777 -0.489 -0.161
H: -5.253 1.123 -0.060
H: -3.176 -1.498 -6.273
I: 0.380 0.592 2.642
H: 7.567 8.503 0.026
C: 8.029 5.063 0.398
C: -5.910 -3.839 1.094
I: -1.582 -2.927 -0.361
H: -6.274 -6.762 -0.707
C: -4.003 -3.978 -4.017
C: 8.127 6.402 -0.219
H: 3.423 3.219 4.434
C: -7.672 -6.086 0.835
O: 6.161 5.834 3.318
O: 0.797 -0.706 1.106
H: 8.503 4.249 -0.137
C: -3.311 1.999 0.040
C: 7.486 7.529 0.492
C: 0.347 0.027 -0.055
C: -2.698 -4.932 -5.860
C: 6.748 6.003 2.264
C: -3.256 -2.467 -5.798
O: 1.121 0.435 -0.948
C: -3.349 -5.108 -4.710
H: -3.716 3.068 0.143
H: -8.837 -5.111 2.410
H: -4.392 -1.829 -4.127
C: -5.638 -4.918 0.122
C: -6.458 -5.963 0.001

Its molecular weight is 808.3 Da. The largest force on an atom is 5.34 eV Å⁻¹. The spin multiplicity is 1. The total energy is -2557.1337 a.u. For the LUMO energy, the calculation gives -4.80 eV. The value obtained for the HOMO energy is -11.17 eV. The net charge is +1. The value obtained for the HOMO-LUMO gap is 6.376 eV.